[1]
Formula: C19H44N3Si4TeTi
Source: the Open Molecules 2025 dataset
Level of theory: wB97M-V/def2-TZVPD

Properties
total charge	+1
multiplicity	1
HOMO-LUMO gap	7.1	eV

Each line ends with the Mulliken charge.
Element x y z (Å)
Ti1 1.857 -0.179 0.518  0.350
N1 3.829 -0.584 -0.276  -0.417
C1 4.961 -0.202 0.612  -0.421
C2 5.260 -1.299 1.625  -0.909
C3 4.051 -1.806 2.418  -0.602
C4 3.291 -0.715 3.190  -0.698
N2 1.897 -0.583 2.678  -0.257
H1 3.947 -1.536 -0.616  0.316
H2 3.821 0.010 -1.104  0.326
H3 4.682 0.735 1.096  0.199
H4 5.855 -0.008 0.019  0.443
H5 6.016 -0.917 2.314  0.350
H6 5.718 -2.149 1.112  0.401
H7 4.397 -2.574 3.109  0.450
H8 3.354 -2.324 1.748  0.323
H9 3.765 0.261 3.070  0.503
H10 3.272 -0.936 4.256  0.414
H11 1.415 0.170 3.163  0.301
H12 1.375 -1.430 2.900  0.141
N3 1.954 1.472 0.337  -0.123
C5 2.127 2.789 -0.079  -0.124
C6 2.466 3.779 0.843  -0.259
C7 2.643 5.085 0.415  -0.598
C8 2.485 5.409 -0.926  -0.497
C9 2.144 4.423 -1.844  -0.742
C10 1.962 3.115 -1.427  0.255
H13 2.580 3.516 1.888  0.375
H14 2.903 5.853 1.131  0.392
H15 2.624 6.429 -1.256  0.409
H16 2.016 4.676 -2.888  0.409
H17 1.679 2.336 -2.124  0.182
C11 -1.111 0.629 2.268  -0.494
Si1 -1.880 -0.937 1.535  0.342
C12 -3.650 -1.005 2.146  -1.094
C13 -0.969 -2.456 2.196  -1.132
Si2 -1.794 -0.878 -0.805  -0.213
Te1 0.611 -1.428 -1.475  -0.364
Si3 -2.281 1.210 -1.781  0.403
C14 -1.670 2.613 -0.697  -0.729
C15 -4.139 1.341 -2.002  -1.079
C16 -1.424 1.278 -3.445  -0.920
Si4 -2.959 -2.691 -1.745  0.481
C17 -4.794 -2.468 -1.427  -0.992
C18 -2.358 -4.268 -0.928  -0.983
C19 -2.618 -2.730 -3.585  -1.008
H18 -0.975 0.536 3.351  0.465
H19 -1.819 1.445 2.108  0.358
H20 -0.174 0.985 1.825  -0.248
H21 -3.687 -0.953 3.237  0.383
H22 -4.138 -1.933 1.840  0.269
H23 -4.241 -0.174 1.754  0.341
H24 -0.785 -2.375 3.272  0.415
H25 -0.030 -2.652 1.670  0.274
H26 -1.587 -3.344 2.050  0.342
H27 -2.287 2.729 0.196  0.329
H28 -1.716 3.553 -1.253  0.408
H29 -0.637 2.466 -0.383  -0.065
H30 -4.678 1.170 -1.068  0.330
H31 -4.504 0.619 -2.736  0.268
H32 -4.402 2.340 -2.360  0.388
H33 -0.340 1.216 -3.334  0.149
H34 -1.663 2.216 -3.953  0.395
H35 -1.737 0.456 -4.092  0.281
H36 -5.014 -2.386 -0.361  0.246
H37 -5.345 -3.330 -1.813  0.389
H38 -5.186 -1.575 -1.917  0.278
H39 -2.670 -4.315 0.118  0.235
H40 -1.269 -4.350 -0.962  0.298
H41 -2.777 -5.140 -1.437  0.395
H42 -2.994 -1.832 -4.079  0.260
H43 -3.110 -3.593 -4.040  0.391
H44 -1.548 -2.806 -3.792  0.317

Atoms 1-6, force components in eV/Å:
-0.148 0.014 -0.442
-0.058 -0.044 0.015
0.014 -0.004 0.022
-0.057 -0.024 0.024
0.046 0.094 -0.002
-0.009 -0.034 -0.038

[2]
Formula: C16H22N2O4
Source: the Open Molecules 2025 dataset
Level of theory: wB97M-V/def2-TZVPD

Properties
structure (SMILES)	COC(=O)[C@H](Cc1ccccc1)NC(=O)NC[C@H]1CCCO1
multiplicity	1
HOMO-LUMO gap	10.0	eV

Each line ends with the Mulliken charge.
Element x y z (Å)
C1 -1.674 -3.065 1.222  -0.879
H1 -2.329 -3.205 0.360  0.325
H2 -1.193 -4.015 1.461  0.348
H3 -2.234 -2.691 2.075  0.239
O1 -0.696 -2.079 0.921  -0.221
C2 0.146 -2.395 -0.069  0.305
O2 0.224 -3.480 -0.573  -0.617
C3 1.114 -1.247 -0.358  0.368
N1 0.367 -0.020 -0.513  -0.019
C4 -0.812 -0.042 -1.205  0.358
O3 -1.335 -1.085 -1.553  -0.657
N2 -1.337 1.193 -1.463  -0.214
H4 -0.965 1.978 -0.947  0.259
C5 -2.729 1.346 -1.814  -1.071
H5 -2.818 2.209 -2.478  0.436
H6 -3.045 0.444 -2.340  0.384
C6 -3.605 1.560 -0.561  0.124
H7 -4.550 2.027 -0.870  0.422
C7 -3.861 0.264 0.226  -0.172
H8 -4.834 -0.161 -0.008  0.418
C8 -3.739 0.714 1.680  -0.627
H9 -3.431 -0.084 2.351  0.310
C9 -2.684 1.808 1.556  -0.098
H10 -2.725 2.556 2.349  0.367
O4 -2.957 2.466 0.332  -0.544
H11 -1.678 1.361 1.534  -0.042
H12 -4.680 1.139 2.032  0.301
H13 -3.092 -0.470 -0.009  -0.168
H14 0.894 0.838 -0.434  0.396
H15 1.657 -1.507 -1.280  0.213
C10 2.104 -1.114 0.812  -1.102
C11 3.098 -0.023 0.532  0.270
C12 2.928 1.249 1.066  -0.245
C13 3.821 2.264 0.769  -0.620
C14 4.895 2.020 -0.069  -0.432
C15 5.073 0.756 -0.606  -0.619
C16 4.180 -0.257 -0.309  -0.344
H16 4.322 -1.243 -0.728  0.418
H17 5.912 0.559 -1.258  0.383
H18 5.592 2.811 -0.300  0.379
H19 3.678 3.247 1.195  0.392
H20 2.097 1.441 1.732  0.409
H21 1.539 -0.894 1.719  0.423
H22 2.615 -2.070 0.937  0.444

Atoms 1-6, force components in eV/Å:
-0.076 -0.320 -0.058
0.008 0.002 0.052
-0.094 0.068 0.010
0.022 0.002 -0.033
0.059 0.265 0.233
0.398 -0.103 -0.057

[3]
Formula: C12H40N10O7
Source: the Open Molecules 2025 dataset
Level of theory: wB97M-V/def2-TZVPD

Properties
structure (SMILES)	COC[C@H](C)N.COC[C@H](C)N.NC(N)=O.NC(N)=O.NC(N)=O.NC(N)=O.O
multiplicity	1
HOMO-LUMO gap	9.3	eV

Each line ends with the Mulliken charge.
Element x y z (Å)
C1 -10.382 -18.908 -9.889  -1.347
C2 -11.006 -20.242 -10.105  0.448
C3 -12.292 -20.080 -10.965  -0.666
O1 -13.299 -19.241 -10.294  -0.299
C4 -14.594 -19.153 -10.916  -0.665
N1 -10.025 -21.096 -10.828  -0.722
H1 -10.823 -18.345 -9.066  0.314
H2 -10.336 -18.282 -10.780  0.296
H3 -9.342 -19.104 -9.628  0.406
H4 -11.284 -20.596 -9.112  0.259
H5 -12.712 -21.077 -11.100  0.324
H6 -12.058 -19.642 -11.935  0.331
H7 -15.251 -18.561 -10.279  0.222
H8 -14.966 -20.160 -11.103  0.282
H9 -14.560 -18.718 -11.915  0.287
H10 -9.140 -20.969 -10.359  0.259
H11 -10.374 -22.012 -10.588  0.270
C5 -21.958 -13.254 -6.482  -1.437
C6 -22.450 -13.585 -7.836  0.609
C7 -21.984 -12.475 -8.873  -0.679
O2 -22.388 -11.075 -8.712  -0.416
C8 -21.656 -10.101 -9.550  -0.741
N2 -22.168 -14.959 -8.259  -0.781
H12 -20.870 -13.269 -6.539  0.326
H13 -22.400 -13.942 -5.761  0.343
H14 -22.103 -12.226 -6.149  0.325
H15 -23.536 -13.527 -7.778  0.281
H16 -22.418 -12.595 -9.866  0.378
H17 -20.906 -12.594 -8.985  0.336
H18 -22.199 -9.214 -9.876  0.288
H19 -21.045 -10.535 -10.342  0.297
H20 -20.924 -9.550 -8.960  0.292
H21 -22.531 -15.017 -9.199  0.275
H22 -22.856 -15.476 -7.730  0.300
O3 -20.431 -18.965 -10.832  -0.607
H23 -21.254 -18.652 -10.456  0.313
H24 -19.841 -18.214 -10.775  0.301
C9 -24.167 -19.862 -14.654  0.718
O4 -23.910 -20.870 -15.318  -0.692
N3 -25.247 -19.271 -14.243  -0.298
N4 -23.174 -19.070 -14.362  -0.302
H25 -26.184 -19.600 -14.428  0.207
H26 -25.109 -18.326 -13.914  0.125
H27 -22.258 -19.249 -14.747  0.137
H28 -23.322 -18.203 -13.866  0.103
C10 -18.994 -23.094 -12.613  0.642
O5 -18.224 -23.966 -12.908  -0.635
N5 -19.745 -22.449 -13.472  -0.298
N6 -19.215 -22.597 -11.384  -0.392
H29 -19.774 -22.698 -14.451  0.185
H30 -20.093 -21.607 -13.036  0.112
H31 -19.592 -21.661 -11.348  0.176
H32 -18.774 -23.123 -10.642  0.197
C11 -19.403 -15.533 -13.723  0.747
O6 -20.593 -15.511 -14.031  -0.667
N7 -18.839 -14.682 -12.939  -0.403
N8 -18.542 -16.269 -14.307  -0.393
H33 -19.479 -14.130 -12.385  0.211
H34 -17.829 -14.674 -12.929  0.148
H35 -18.797 -17.078 -14.856  0.213
H36 -17.566 -16.008 -14.294  0.146
C12 -25.207 -14.838 -12.113  0.749
O7 -24.791 -15.971 -11.807  -0.692
N9 -26.223 -14.341 -11.501  -0.420
N10 -24.730 -14.012 -13.039  -0.434
H37 -26.446 -14.687 -10.578  0.233
H38 -26.634 -13.485 -11.846  0.154
H39 -23.882 -14.340 -13.478  0.241
H40 -25.032 -13.049 -13.082  0.180

Atoms 1-6, force components in eV/Å:
0.988 0.862 0.354
-0.778 1.179 -0.915
-0.978 0.087 0.831
0.663 -0.246 -0.236
1.260 -0.795 -0.255
-1.627 0.169 0.645

Calculated molecular weight in order - 602.39; 306.36; 436.51 g mol⁻¹
Calculated energy relative to the best compared isomer or geometry (same formula, charge and spin) in order - 2.6; 14.1; 95.9 kcal/mol
Calculated calculated total energy in order - -86805.9849; -28120.3225; -42325.2251 eV